[1]
64
Properties=species:S:1:pos:R:3 method="wB97M-V/def2-TZVPD" homo_lumo_gap_ev=6.70 e_homo_ev=-10.2 charge=+1 e_lumo_ev=-3.48
C -5.26213 -0.46490 5.25056
N -4.93078 0.67781 4.44288
C -5.38900 1.92453 5.00963
C -4.06769 0.54640 3.34726
C -4.56527 0.28266 2.04327
C -3.72940 0.28140 0.93544
C -2.32834 0.40109 1.07534
C -1.44518 0.51684 -0.11169
C -0.06454 0.83752 0.18866
C 0.92425 1.16474 -0.73427
C 2.31488 1.45143 -0.41862
C 3.17854 1.61716 -1.51395
C 4.48138 2.01394 -1.34667
C 5.02733 2.22259 -0.05325
N 6.39479 2.52369 0.09557
C 6.87619 3.87083 0.31310
C 7.35403 1.49444 0.43628
C 4.16446 2.02513 1.05600
C 2.83598 1.63191 0.89560
C -1.81531 0.53167 2.40163
C -2.66816 0.70924 3.48971
H -4.96456 -1.40119 4.73734
H -4.72965 -0.40188 6.22126
H -6.34775 -0.46719 5.44226
H -5.26216 2.77634 4.31658
H -6.45940 1.81752 5.25497
H -4.86359 2.15941 5.95916
H -5.64333 0.14576 1.91480
H -4.16974 0.17546 -0.06466
H -1.92716 0.87182 -1.12053
H 0.30927 0.93102 1.23216
H 0.69033 1.20108 -1.81847
H 2.76513 1.49497 -2.51970
H 5.13868 2.16498 -2.21093
H 6.09422 4.59429 0.07052
H 7.18984 3.99326 1.35431
H 7.74628 4.04101 -0.32548
H 6.92663 0.50051 0.28669
H 8.23636 1.60187 -0.19721
H 7.67335 1.60541 1.47596
H 4.57504 2.18776 2.06072
H 2.19787 1.54685 1.77302
H -0.74419 0.51991 2.61170
H -2.26116 0.98035 4.44657
C -0.19280 -4.45395 -5.62392
C -1.11430 -4.04618 -4.63982
C -0.63952 -3.22953 -3.62175
C 0.64675 -2.68849 -3.64119
C 1.49478 -2.94311 -4.72002
C 1.08325 -3.85479 -5.69641
S 0.85736 -1.56363 -2.24811
C -0.81553 -1.71082 -1.83590
N -1.68492 -1.11236 -1.03780
C -2.97474 -1.87437 -1.11251
C -2.81315 -2.87350 -2.25176
N -1.39292 -2.71690 -2.57471
H -0.47878 -5.22812 -6.34168
H -2.17912 -4.32786 -4.65271
H 2.43978 -2.40818 -4.76690
H 1.74435 -4.08641 -6.52046
H -3.08394 -2.40181 -0.13965
H -3.83979 -1.18488 -1.25774
H -3.04896 -3.89124 -1.90247
H -3.46413 -2.70329 -3.11804

[2]
12
Properties=species:S:1:pos:R:3 method="wB97M-V/def2-TZVPD" homo_lumo_gap_ev=10.34 smiles="[H]/N=C/NC(C)=O" e_homo_ev=-9.8 charge=0 e_lumo_ev=0.55
H -1.24727 -3.21972 0.18653
N -1.59775 -2.28790 -0.03626
C -0.74811 -1.40915 0.30503
N -0.97198 -0.04444 0.06277
C 0.10008 0.84559 0.37471
C 1.12615 1.63347 -0.51391
O 0.79227 0.55932 1.32191
H 0.22607 -1.59372 0.76438
H -1.87098 0.15366 -0.36413
H 2.12809 1.14542 -0.42954
H 0.80134 1.56403 -1.53187
H 1.26208 2.65342 -0.13963

[3]
13
Properties=species:S:1:pos:R:3 method="wB97M-V/def2-TZVPD" homo_lumo_gap_ev="6.83 / 6.84" e_homo_ev="-2.9 / -2.9" charge=-1 e_lumo_ev="3.89 / 3.90"
C 0.21536 0.34355 2.06278
C 0.28690 -1.87091 1.29346
C 0.15517 0.81456 -1.86631
N 0.33444 -0.49035 -1.80313
O -0.69467 -1.25820 -2.39541
O 0.02301 -0.93780 2.10068
O 0.95023 1.69504 -1.52420
H 0.43354 1.03568 1.27666
H -0.17018 0.63568 2.96575
H -0.11067 -2.90004 1.39676
H 0.66364 -1.56576 0.30375
H -1.01017 1.05192 -2.06679
H -1.22866 -0.63006 -2.91939

[4]
21
Properties=species:S:1:pos:R:3 method="wB97M-V/def2-TZVPD" homo_lumo_gap_ev="6.29 / 5.00" smiles="[H]/N=C(/C)CC.C=C=C" e_homo_ev="-7.2 / -6.7" charge=0 e_lumo_ev="-0.89 / -1.67"
H 1.83628 1.35160 1.97794
N 1.66115 0.38130 1.71174
C 0.57849 0.23717 0.98476
C -0.71907 0.89263 1.46757
C 0.89913 0.85091 -0.60438
C -0.00293 1.74986 -1.44729
H -0.56282 1.90335 1.84616
H -1.07847 0.28369 2.29926
H -1.50090 0.96279 0.71307
H 1.34018 0.04869 -1.19504
H 1.74329 1.49356 -0.34230
H 0.57292 2.18666 -2.26772
H -0.35889 2.60759 -0.87656
H -0.85146 1.20151 -1.85316
C 0.16590 -1.85401 0.75407
C -0.38516 -1.87296 -0.50576
C -1.09744 -2.43177 -1.43591
H 1.12335 -2.35471 0.88342
H -0.51838 -2.22421 1.51720
H -1.85015 -3.15822 -1.12652
H -0.99503 -2.25543 -2.50055

[5]
60
Properties=species:S:1:pos:R:3 method="wB97M-V/def2-TZVPD" homo_lumo_gap_ev="5.77 / 5.80" multiplicity=4 s2=3.758 e_homo_ev="-1.7 / -1.7" charge=-2 e_lumo_ev="4.11 / 4.10"
Co 1.86573 0.04654 -1.42141
C 0.16704 4.03702 -2.32699
C 0.10309 3.68334 -0.86489
N -0.16345 4.64876 -0.07798
C -0.37064 4.59952 1.30413
C -0.47257 3.58492 2.16168
C -0.82402 3.78261 3.60535
O -1.95265 2.99868 3.98676
C 0.49836 1.75301 0.89891
C 1.22706 0.71592 1.35128
N 2.03723 -0.09747 0.60846
C 2.71248 -1.11726 1.19907
C 2.35083 -1.75026 2.40975
C 3.08774 -2.79641 2.94011
C 4.22082 -3.28086 2.29937
C 4.60616 -2.68567 1.10059
C 3.87633 -1.63839 0.58142
I 4.50358 -0.71918 -1.18912
C 0.50114 2.21429 -0.56946
O 1.71206 2.03520 -1.10471
H 0.31484 5.11240 -2.41139
H -0.77581 3.77955 -2.81442
H 0.95921 3.49833 -2.83839
H -0.55185 5.57642 1.73949
H -1.07146 4.82705 3.79080
H 0.03769 3.50803 4.22722
H -1.88905 2.18187 3.47472
H 1.15120 0.53954 2.42385
H 1.44627 -1.43107 2.91138
H 2.75550 -3.25645 3.86490
H 4.78843 -4.10574 2.71102
H 5.48392 -3.03714 0.57296
C -3.33535 -4.70354 -0.03513
C -2.97785 -3.24315 -0.14253
C -1.65815 -2.82719 -0.01922
C -1.30418 -1.49478 -0.16917
C -2.28937 -0.56231 -0.44605
C -3.61735 -0.95188 -0.56505
C -3.95462 -2.28859 -0.41586
S -1.95740 1.19851 -0.48916
O -0.34435 2.27014 1.91194
O -3.03097 1.77684 -1.34471
N -0.45718 1.20590 -1.27242
C -0.60840 1.08108 -2.75601
C 0.63319 1.07598 -3.68487
O 0.50532 1.67924 -4.74719
O 1.63764 0.35319 -3.35691
H -2.68448 -5.21627 0.67461
H -3.22292 -5.20373 -1.00052
H -4.36914 -4.83643 0.28947
H -0.87589 -3.55604 0.16313
H -0.26645 -1.19943 -0.10178
H -4.36717 -0.20718 -0.80002
H -4.98953 -2.59805 -0.52440
H -1.30737 1.81495 -3.14491
H -1.04042 0.08380 -2.90552
O -0.20881 -2.42057 -2.94118
C 0.87121 -2.70942 -2.43034
O 1.58094 -2.01833 -1.63166
H 1.30389 -3.70986 -2.65900

[6]
14
Properties=species:S:1:pos:R:3 method="wB97M-V/def2-TZVPD" homo_lumo_gap_ev=8.75 e_homo_ev=-8.6 charge=0 e_lumo_ev=0.10
C 1.51154 1.52904 -0.04356
C 0.20819 -0.00626 0.22400
C -2.16381 -0.76800 0.22620
C -1.23051 0.44267 0.09976
P 3.10029 1.23513 -0.24506
P 0.92882 -1.46799 0.20479
P 3.09736 -0.95011 0.21898
H 1.05542 2.53902 -0.44424
H -1.90635 -1.22339 1.08143
H -1.84865 -1.47036 -0.47236
H -3.20759 -0.47102 0.03584
H -1.55376 1.08024 0.92903
H -1.42212 0.86921 -0.83591
H 3.43116 -1.33819 -0.97890

[7]
14
Properties=species:S:1:pos:R:3 method="wB97M-V/def2-TZVPD" homo_lumo_gap_ev=10.85 smiles="C[C@H]1C[C@H]1C=O" e_homo_ev=-9.8 charge=0 e_lumo_ev=1.02
C -0.03558 1.68787 -0.17650
C 0.46159 0.35127 -0.66661
C 1.16353 -0.64651 0.18087
C -0.21870 -0.97642 -0.33728
C -1.24710 -1.14405 0.72518
O -1.07130 -0.87028 1.89350
H -0.51565 1.60972 0.80263
H 0.79226 2.40106 -0.09780
H -0.75923 2.09999 -0.88822
H 0.81051 0.37094 -1.69808
H 1.16779 -0.45624 1.25267
H 2.01859 -1.19520 -0.20075
H -0.35985 -1.63174 -1.19406
H -2.20686 -1.60041 0.40446

[8]
45
Properties=species:S:1:pos:R:3 method="wB97M-V/def2-TZVPD" homo_lumo_gap_ev=8.29 e_homo_ev=-12.4 charge=+1 e_lumo_ev=-4.08
C 2.29836 -3.76881 -0.14908
C 0.87695 -3.30235 0.12944
C 0.24081 -2.61329 -1.10421
Cl -0.91070 -3.67151 -1.93404
C -0.32774 -1.28374 -0.71812
C -1.46935 -1.02499 -0.07297
N -2.38286 -2.05897 0.34081
C -2.84137 -1.90669 1.69154
O -3.77778 -1.30584 2.05671
F -2.05219 -2.57944 2.50746
C -3.48815 -2.24717 -0.55943
O -4.11824 -1.41604 -1.09510
F -3.72837 -3.53458 -0.70373
C -1.76079 0.40704 0.22925
O -2.86630 0.87863 0.30788
C -0.57143 1.29171 0.46780
C -0.83125 2.34992 1.47504
B -1.36794 1.68528 2.83349
O -1.14859 0.35654 3.10503
O -2.00649 2.40640 3.78542
C 0.55606 1.06632 -0.22625
C 1.78044 1.92778 -0.09614
C 2.59280 2.12508 -1.44195
C 1.77467 2.76035 -2.58247
S 0.71146 4.15554 -2.09391
C 0.52930 -0.11361 -1.13191
O 1.13855 -0.17951 -2.17934
H 2.64115 -4.37647 0.68236
H 2.97053 -2.91704 -0.21001
H 2.34096 -4.34478 -1.06719
H 0.90719 -2.57972 0.94311
H 0.22599 -4.11509 0.43145
H 1.03016 -2.43806 -1.82288
H -1.58628 3.03336 1.08957
H 0.05873 2.91435 1.74001
H -0.29524 0.05157 2.77862
H -2.47683 3.15365 3.40067
H 2.46959 1.47341 0.63227
H 1.52478 2.92955 0.27225
H 2.97807 1.18858 -1.82247
H 3.49339 2.78300 -1.26231
H 2.48181 3.12775 -3.31988
H 1.17002 2.02469 -3.09134
H -0.51194 3.66913 -2.29516
Cs 3.72806 4.01805 0.07969

Please write out number 7 again, unchanged.
14
Properties=species:S:1:pos:R:3 method="wB97M-V/def2-TZVPD" homo_lumo_gap_ev=10.85 smiles="C[C@H]1C[C@H]1C=O" e_homo_ev=-9.8 charge=0 e_lumo_ev=1.02
C -0.03558 1.68787 -0.17650
C 0.46159 0.35127 -0.66661
C 1.16353 -0.64651 0.18087
C -0.21870 -0.97642 -0.33728
C -1.24710 -1.14405 0.72518
O -1.07130 -0.87028 1.89350
H -0.51565 1.60972 0.80263
H 0.79226 2.40106 -0.09780
H -0.75923 2.09999 -0.88822
H 0.81051 0.37094 -1.69808
H 1.16779 -0.45624 1.25267
H 2.01859 -1.19520 -0.20075
H -0.35985 -1.63174 -1.19406
H -2.20686 -1.60041 0.40446